ORCA calculation (wB97M-V/def2-TZVPD) on 6 unconnected molecules or ions with the total composition C47H31F3NO24P in a non-equilibrium geometry.

Each atom is followed by the atoms it is bonded to, with distances in Å.
Atoms and positions in Å:
1 H -5.0913 5.2065 2.0765  N2 1.018
2 N -5.3764 4.2530 2.2885  H1 1.018, C3 1.263
3 C -4.6575 3.4217 1.6662  N2 1.263, C4 1.490, H28 1.091
4 C -4.8383 1.9487 1.7993  C3 1.490, C5 1.520, H29 1.088, H30 1.083
5 C -3.5219 1.3195 2.2262  C4 1.520, C6 1.399, C10 1.388
6 C -2.8295 1.8582 3.3157  C5 1.399, C7 1.388, H31 1.078
7 C -1.5978 1.3432 3.6954  C6 1.388, C8 1.390, H32 1.078
8 C -1.0673 0.2868 2.9649  C7 1.390, C9 1.392, C26 1.475
9 C -1.7726 -0.2816 1.9076  C8 1.392, C10 1.387, C11 1.483
10 C -3.0089 0.2279 1.5385  C5 1.388, C9 1.387, H33 1.078
11 C -1.1517 -1.4060 1.1668  C9 1.483, O12 1.194, C13 1.511
12 O -1.7747 -2.3666 0.8273  C11 1.194
13 C 0.3302 -1.2178 0.9384  C11 1.511, C14 1.405, C22 1.399
14 C 1.0255 -0.6442 2.0161  C13 1.405, C15 1.386, C26 1.490
15 C 2.3840 -0.3880 1.9198  C14 1.386, C16 1.385, H34 1.077
16 C 3.0349 -0.6774 0.7317  C15 1.385, C17 1.512, C21 1.388
17 C 4.5001 -0.3300 0.5949  C16 1.512, F18 1.334, F19 1.324, F20 1.348
18 F 5.1064 -0.2281 1.7787  C17 1.334
19 F 5.1640 -1.1847 -0.1680  C17 1.324
20 F 4.5964 0.8911 0.0316  C17 1.348
21 C 2.3551 -1.2314 -0.3436  C16 1.388, C22 1.394, H35 1.081
22 C 0.9930 -1.5163 -0.2563  C13 1.399, C21 1.394, P23 1.843
23 P 0.0429 -2.2089 -1.6750  C22 1.843, O24 1.645, O25 1.654
24 O 0.0826 -0.9304 -2.7097  P23 1.645, H36 0.962
25 O 0.9983 -3.3778 -2.3516  P23 1.654, H37 0.969
26 C 0.2721 -0.2648 3.2437  C8 1.475, C14 1.490, O27 1.199
27 O 0.7382 -0.3614 4.3444  C26 1.199
28 H -3.8402 3.7467 1.0200  C3 1.091
29 H -5.0571 1.5733 0.8017  C4 1.088
30 H -5.6380 1.7235 2.4946  C4 1.083
31 H -3.2410 2.7026 3.8452  C6 1.078
32 H -1.0304 1.7493 4.5173  C7 1.078
33 H -3.5155 -0.2164 0.6967  C10 1.078
34 H 2.8893 0.0644 2.7562  C15 1.077
35 H 2.9012 -1.4242 -1.2558  C21 1.081
36 H -0.6703 -1.0161 -3.3029  O24 0.962
37 H 1.9230 -3.3353 -2.0652  O25 0.969
38 O -3.3564 -3.0621 -2.0054  C39 1.214
39 C -4.4682 -2.9581 -2.4805  O38 1.214, C40 1.453, C46 1.503
40 C -4.8031 -3.2284 -3.8685  C39 1.453, C41 1.339, H48 1.081
41 C -6.0629 -3.0503 -4.2868  C40 1.339, O42 1.328, C43 1.506
42 O -6.4538 -3.2727 -5.5365  C41 1.328, H49 0.977
43 C -7.1509 -2.5733 -3.3612  C41 1.506, O44 1.217, C45 1.453
44 O -8.2627 -2.4217 -3.8321  C43 1.217
45 C -6.8184 -2.3269 -1.9680  C43 1.453, C46 1.340, H50 1.081
46 C -5.5593 -2.5115 -1.5488  C39 1.503, C45 1.340, O47 1.328
47 O -5.1640 -2.3206 -0.2952  C46 1.328, H51 0.982
48 H -4.0113 -3.5670 -4.5228  C40 1.081
49 H -7.4071 -3.0625 -5.5629  O42 0.977
50 H -7.6111 -2.0032 -1.3084  C45 1.081
51 H -4.2100 -2.5522 -0.2682  O47 0.982
52 O -0.6764 -2.1413 8.0172  C53 1.216
53 C -0.8858 -0.9530 8.1696  O52 1.216, C54 1.454, C60 1.505
54 C -0.2625 0.0924 7.3742  C53 1.454, C55 1.338, H62 1.079
55 C -0.5525 1.3735 7.6289  C54 1.338, O56 1.333, C57 1.503
56 O -0.0330 2.3906 6.9419  C55 1.333, H63 0.977
57 C -1.5022 1.7771 8.7212  C55 1.503, O58 1.218, C59 1.453
58 O -1.6945 2.9676 8.8910  C57 1.218
59 C -2.1380 0.7327 9.5053  C57 1.453, C60 1.340, H64 1.081
60 C -1.8544 -0.5513 9.2497  C53 1.505, C59 1.340, O61 1.327
61 O -2.3944 -1.5630 9.9178  C60 1.327, H65 0.977
62 H 0.4158 -0.2054 6.5892  C54 1.079
63 H -0.4068 3.1993 7.3419  O56 0.977
64 H -2.8305 1.0324 10.2791  C59 1.081
65 H -2.0130 -2.3750 9.5314  O61 0.977
66 O -0.7145 -4.4213 -4.4938  C67 1.215
67 C -0.4308 -4.4577 -5.6748  O66 1.215, C68 1.456, C74 1.517
68 C -1.1121 -5.3193 -6.6301  C67 1.456, C69 1.339, H76 1.081
69 C -0.7359 -5.3240 -7.9147  C68 1.339, O70 1.328, C71 1.502
70 O -1.3120 -6.0823 -8.8403  C69 1.328, H77 0.977
71 C 0.3862 -4.4610 -8.4168  C69 1.502, O72 1.218, C73 1.451
72 O 0.6727 -4.5409 -9.5974  C71 1.218
73 C 1.0578 -3.5850 -7.4756  C71 1.451, C74 1.341, H78 1.081
74 C 0.6867 -3.5691 -6.1868  C67 1.517, C73 1.341, O75 1.329
75 O 1.2793 -2.7767 -5.2988  C74 1.329, H79 0.976
76 H -1.9155 -5.9407 -6.2602  C68 1.081
77 H -0.8429 -5.8912 -9.6753  O70 0.977
78 H 1.8536 -2.9591 -7.8542  C73 1.081
79 H 0.8588 -2.9219 -4.4296  O75 0.976
80 O 1.9370 3.6201 -4.0779  C81 1.215
81 C 0.9944 3.3530 -3.3587  O80 1.215, C82 1.456, C88 1.505
82 C -0.3009 4.0121 -3.4395  C81 1.456, C83 1.339, H90 1.081
83 C -1.2768 3.6602 -2.5931  C82 1.339, O84 1.329, C85 1.503
84 O -2.4861 4.2122 -2.6045  C83 1.329, H91 0.976
85 C -1.0754 2.5975 -1.5489  C83 1.503, O86 1.220, C87 1.449
86 O -2.0047 2.3431 -0.8008  C85 1.220
87 C 0.2068 1.9267 -1.4800  C85 1.449, C88 1.340, H92 1.081
88 C 1.1851 2.2733 -2.3271  C81 1.505, C87 1.340, O89 1.325
89 O 2.3812 1.7035 -2.3223  C88 1.325, H93 0.977
90 H -0.4325 4.7757 -4.1928  C82 1.081
91 H -2.9900 3.7736 -1.8933  O84 0.976
92 H 0.3324 1.1526 -0.7359  C87 1.081
93 H 2.8983 2.1409 -3.0260  O89 0.977
94 O 10.0764 3.4246 3.0493  C95 1.217
95 C 9.3796 3.4144 2.0521  O94 1.217, C96 1.453, C102 1.505
96 C 9.2174 4.5514 1.1624  C95 1.453, C97 1.340, H104 1.081
97 C 8.4155 4.4472 0.0944  C96 1.340, O98 1.327, C99 1.505
98 O 8.2162 5.4384 -0.7654  C97 1.327, H105 0.977
99 C 7.6649 3.1807 -0.2181  C97 1.505, O100 1.217, C101 1.452
100 O 6.9457 3.1804 -1.1996  C99 1.217
101 C 7.8433 2.0387 0.6614  C99 1.452, C102 1.339, H106 1.080
102 C 8.6481 2.1402 1.7267  C95 1.505, C101 1.339, O103 1.327
103 O 8.8641 1.1417 2.5737  C102 1.327, H107 0.977
104 H 9.7586 5.4569 1.3966  C96 1.081
105 H 7.5936 5.0941 -1.4344  O98 0.977
106 H 7.3077 1.1344 0.4124  C101 1.080
107 H 9.4791 1.4878 3.2489  O103 0.977

Summary:
F_max: 2.528 eV Å⁻¹
HOMO energy: -9.0 eV
Gap between HOMO and LUMO: 7.2466 eV
Electronic energy: -117312.2866 eV
LUMO level: -1.7 eV
Total charge: 0
Molar mass: 1081.72 g mol⁻¹

These are the Mulliken partial charges, in e, on atoms 1 to 8:
1. H 0.28
2. N -0.68
3. C -0.02
4. C -0.92
5. C 0.89
6. C -0.82
7. C -1.31
8. C 0.53